(1)
The following is a quantum chemistry calculation of a 2-piece molecular cluster, C5H14N2O overall at a distorted geometry, from OMol25.

Atoms and positions in Å:
C -0.30855 -2.33531 -2.08199
C -0.30829 -1.51449 -0.71252
C -0.36183 -0.00492 -0.79585
C 0.38867 0.66181 0.06914
N 0.45570 2.02801 0.21414
C 1.44701 2.75320 1.00542
N -1.67985 -2.70952 -2.41094
H 0.05449 -1.61907 -2.83089
H 0.37861 -3.18179 -2.07886
H -1.19234 -1.82746 -0.12983
H 0.61447 -1.85716 -0.24344
H -1.09483 0.42663 -1.48419
H 1.15027 0.12958 0.70757
H -0.29180 2.57649 -0.16734
H 2.11756 3.37401 0.43592
H 0.87712 3.46217 1.63304
H 2.05116 1.99406 1.51945
H -2.29621 -1.92678 -2.59110
H -2.08006 -3.17074 -1.60871
H 0.43689 1.56536 4.13247
H -0.57307 0.53132 3.44240
O 0.21488 0.64462 3.97610

Results
SMILES string	CN/C=C/CCN.O
DFT total energy	-383.60007	hartree
energy relative to the best compared isomer or geometry (same formula, charge and spin)	63.2	kcal per mole

***

(2)
The following is a quantum chemistry calculation of C25H33N5O4SbSiTl as an isolated structure, from OMol25.

Atoms and positions in Å:
Tl 0.98127 0.43681 -0.35327
N 2.69426 3.10250 -2.50777
C 2.68787 1.74859 -3.09169
C 3.75669 0.92270 -2.36818
O 4.95165 1.21376 -2.64460
N 3.30126 0.04120 -1.50093
C 4.29725 -0.67742 -0.73947
C 3.76458 -1.23261 0.59610
O 4.62043 -1.63533 1.41285
O 2.50574 -1.31106 0.73992
H 2.09890 3.71969 -3.04863
H 3.64224 3.45955 -2.57461
H 2.94659 1.75591 -4.15941
H 1.69360 1.31685 -2.97833
H 5.17741 -0.06131 -0.52779
H 4.68291 -1.54722 -1.29411
C -1.70029 2.64190 -0.60268
C -2.27546 2.22292 0.71269
C -3.53942 2.64451 1.13247
C -4.02611 2.21678 2.35399
C -3.24760 1.36496 3.12278
C -2.00701 0.97082 2.62522
N -1.53457 1.40136 1.46171
Sb -0.93365 -0.50795 3.76706
C 1.14106 0.04238 3.64508
C 1.92614 -0.56015 4.62256
C 3.29820 -0.37503 4.57714
C 3.82410 0.43068 3.59006
C 2.96534 1.03580 2.67443
C 3.50032 1.93390 1.60071
N 1.64403 0.82750 2.69921
C -0.97984 -2.07918 2.29865
C -1.52631 -3.28710 2.72484
C -1.56738 -4.34514 1.82924
C -1.05115 -4.16090 0.56272
C -0.51257 -2.92040 0.20906
C 0.08426 -2.68488 -1.13925
N -0.49829 -1.89882 1.07500
H -2.35874 3.34825 -1.11358
H -0.72194 3.10167 -0.45207
H -1.54449 1.75471 -1.23727
H -4.12287 3.29643 0.49416
H -5.00315 2.53686 2.69938
H -3.59429 1.00234 4.08306
H 1.47335 -1.18625 5.38294
H 3.94730 -0.86801 5.29119
H 4.89128 0.57309 3.49167
H 4.55123 2.16858 1.77063
H 3.42162 1.45729 0.62123
H 2.92396 2.85906 1.55168
H -1.90619 -3.39135 3.73365
H -1.98862 -5.30111 2.12076
H -1.05369 -4.96293 -0.16479
H -0.00475 -3.57160 -1.77063
H -0.41219 -1.83678 -1.63094
H 1.14434 -2.44308 -1.01158
C -3.17567 1.06051 -4.21201
Si -2.73599 -0.24567 -2.89490
C -2.91472 -1.91990 -3.78667
C -4.20218 -0.20107 -1.67772
O -1.33099 -0.02683 -2.21524
H -4.13881 0.85980 -4.69473
H -2.40046 1.08815 -4.98349
H -3.22254 2.05567 -3.75786
H -3.89605 -2.03285 -4.26179
H -2.78309 -2.74217 -3.07635
H -2.14483 -2.02424 -4.55692
H -5.16941 -0.32883 -2.17711
H -4.22207 0.74964 -1.13418
H -4.09181 -0.99597 -0.93328

Results
charge	-2
DFT total energy	-2249.52845	hartree
energy relative to the best compared isomer or geometry (same formula, charge and spin)	3.3	kcal per mole

***

(3)
The following is a quantum chemistry calculation of one molecule with the formula C6H12O at a distorted geometry, from OMol25.

Atoms and positions in Å:
C 1.89271 -0.39087 1.41047
C 0.99667 -0.21803 0.20222
C 0.71211 -1.53802 -0.52936
C -0.45943 0.47597 0.76913
O -0.51308 1.85582 0.43888
C -1.57521 1.05758 -0.05246
C -1.70547 0.84456 -1.53752
H 2.94318 -0.57802 1.15555
H 1.82083 0.51786 2.00718
H 1.55331 -1.24232 2.01613
H 1.31867 0.56093 -0.48246
H 1.08682 -2.48106 -0.10103
H 0.74583 -1.56295 -1.62809
H -0.27882 -1.28025 -0.15962
H -0.77987 0.28998 1.81748
H -2.53291 1.33044 0.42627
H -0.74042 0.56847 -1.96494
H -2.06104 1.74894 -2.04266
H -2.42389 0.04095 -1.74516

Results
SMILES string	CC(C)[C@H]1O[C@H]1C
DFT total energy	-310.95244	hartree
energy relative to the best compared isomer or geometry (same formula, charge and spin)	67.0	kcal per mole